DFT (wB97M-V/def2-TZVPD) results for a molecular structure, C5H17FeIN2 in a non-equilibrium geometry.

## Properties
* E_HOMO (spin up / spin down): -6.72 / -7.76 eV
* calculated total energy: -1871.47694 Ha
* energy above the lowest of the compared OMol25 structures with the same formula, charge and spin: 84.53 kcal per mole
* expectation value of S²: 6.03
* charge: 0
* orbital gap (spin up / spin down): 7.39 / 8.38 eV
* multiplicity: 5

Geometry (Å):
C -1.4742 -0.3352 -1.9355
C -1.1908 -2.0679 -1.2963
H -2.3832 0.0382 -1.4837
H -1.7027 -0.6727 -2.9432
H -0.7246 0.4524 -2.1498
H -2.0496 -2.2800 -0.6626
H -1.2618 -2.5725 -2.2531
H -0.2388 -2.4584 -0.8697
Fe -0.1170 -0.6434 -0.6882
C -1.0186 -0.8952 1.2038
H -2.0997 -0.6932 1.1277
H -0.5876 -0.3116 2.0345
H -0.8975 -1.9688 1.4441
I 1.8244 -1.0249 -2.1355
N -0.0940 1.6727 -0.0142
C 1.1726 2.1640 0.5902
C 1.6893 1.1463 1.5692
N 1.6303 -0.2251 0.9844
H -0.4288 2.3276 -0.7237
H -0.8320 1.6505 0.6942
H 1.8975 2.3294 -0.2119
H 0.9946 3.1173 1.1028
H 2.7212 1.4017 1.8367
H 1.0790 1.1732 2.4773
H 2.5287 -0.4351 0.5413
H 1.5634 -0.8891 1.7611

Okay, here come the Löwdin numbers, in e, for every atom: number 1, C, carries -0.2374; number 2, C, carries -0.2380; number 3, H, carries 0.0691; number 4, H, carries 0.0626; number 5, H, carries 0.0115; number 6, H, carries 0.0681; number 7, H, carries 0.0640; number 8, H, carries 0.0123; number 9, Fe, carries 0.0526; number 10, C, carries -0.2387; number 11, H, carries -0.0082; number 12, H, carries -0.0276; number 13, H, carries -0.0041; number 14, I, carries 0.3153; number 15, N, carries -0.0219; number 16, C, carries -0.2445; number 17, C, carries -0.2519; number 18, N, carries -0.0959; number 19, H, carries 0.0929; number 20, H, carries 0.0854; number 21, H, carries 0.1126; number 22, H, carries 0.1116; number 23, H, carries 0.1125; number 24, H, carries 0.1065; number 25, H, carries 0.0073; number 26, H, carries 0.0838



DFT (wB97M-V/def2-TZVPD) results for a single C4H6N2O2 molecule in a non-equilibrium geometry.

## Properties
* E_HOMO: -8.92 eV
* calculated total energy: -415.84019 Ha
* SMILES string: C1=N\N=C/OCCO/1
* energy above the lowest of the compared OMol25 structures with the same formula, charge and spin: 125.77 kcal per mole
* charge: 0
* orbital gap: 9.44 eV

Geometry (Å):
C 0.4033 1.0660 0.4633
C 1.3382 0.3365 -0.4344
C 0.0940 -1.6717 0.2642
C -1.7007 0.5681 -0.3456
H 1.0227 1.9481 0.7728
H 0.1856 0.3794 1.4669
H 1.2729 0.5141 -1.5987
H 2.4811 0.1844 -0.0671
H 0.3731 -2.4997 0.9160
H -2.6005 1.0970 -0.8841
N -1.1980 -1.5887 0.2308
N -1.9772 -0.7221 -0.3456
O 1.0547 -1.1301 -0.4988
O -0.7492 1.5186 0.0602

Okay, here come the Löwdin numbers, in e, for every atom: number 1, C, carries -0.3200; number 2, C, carries -0.1096; number 3, C, carries -0.2548; number 4, C, carries -0.1401; number 5, H, carries 0.1439; number 6, H, carries 0.1919; number 7, H, carries 0.1667; number 8, H, carries 0.1763; number 9, H, carries 0.1231; number 10, H, carries 0.1493; number 11, N, carries -0.0062; number 12, N, carries 0.0190; number 13, O, carries -0.1004; number 14, O, carries -0.0393



DFT (wB97M-V/def2-TZVPD) results for a molecular structure, C34H32ClN5S3Zn in a non-equilibrium geometry.

## Properties
* E_HOMO: -6.69 eV
* calculated total energy: -5022.73746 Ha
* charge: 0
* orbital gap: 6.91 eV

Geometry (Å):
Zn -0.0729 -0.7266 0.6702
C -1.9627 -0.1521 3.8601
C -0.4917 -0.3665 3.9627
N 0.3500 -0.2185 2.9852
C 1.6470 -0.4672 3.3818
C 1.7943 -0.8125 4.6839
S 0.2651 -0.8234 5.4506
C 2.7005 -0.3018 2.3847
C 3.9560 0.1498 2.6205
S 4.8339 0.1827 1.1572
C 3.4466 -0.4064 0.3069
N 2.4167 -0.6082 1.0726
C 3.5362 -0.6789 -1.1570
H -2.2004 0.2224 2.8706
H -2.3028 0.5658 4.6065
H -2.5006 -1.0874 4.0191
H 2.6952 -1.0782 5.2107
H 4.3867 0.4728 3.5532
H 4.5533 -0.9592 -1.4276
H 3.2553 0.2050 -1.7296
H 2.8491 -1.4773 -1.4285
C 0.5222 -1.2420 -3.5913
C 0.8799 0.0281 -4.0363
C 0.8595 1.0860 -3.1387
C 0.4804 0.8807 -1.8069
C 0.1841 -0.3878 -1.3219
C 0.2134 -1.4369 -2.2469
C 0.3680 2.0172 -0.8564
C 0.1216 3.3532 -1.3047
C 0.0569 4.3667 -0.4009
C 0.2262 4.0781 0.9786
C 0.2276 5.0717 1.9839
C 0.3862 4.7283 3.2977
C 0.5293 3.3681 3.6569
C 0.5351 2.3927 2.7016
C 0.4082 2.7250 1.3321
N 0.4811 1.7305 0.4136
H 0.5106 -2.0784 -4.2811
H 1.1814 0.1923 -5.0635
H 1.1870 2.0582 -3.4833
H -0.0014 -2.4433 -1.9184
H -0.0337 3.5482 -2.3541
H -0.1267 5.3876 -0.7166
H 0.1046 6.1087 1.6933
H 0.4080 5.4921 4.0637
H 0.6341 3.1000 4.7003
H 0.6367 1.3396 2.9549
Cl 1.1145 -6.9244 -2.3134
C 0.5712 -5.6725 -1.2236
C -0.7551 -5.2804 -1.2308
C -1.1767 -4.2871 -0.3589
C -0.2981 -3.6549 0.5289
C -0.7363 -2.5572 1.4174
C 1.0338 -4.0926 0.5139
C 1.4707 -5.0839 -0.3475
H -1.4519 -5.7531 -1.9108
H -2.2198 -3.9880 -0.3661
H -0.3168 -2.6907 2.4171
H -1.8251 -2.5335 1.4948
H 1.7422 -3.6228 1.1881
H 2.5036 -5.4071 -0.3478
S -2.7383 0.5360 0.6886
C -2.8747 0.7469 -0.9819
N -2.7556 -0.2822 -1.8244
C -2.9211 -0.1965 -3.2658
C -2.5532 1.1991 -3.7393
C -3.3221 2.2247 -2.9228
N -3.1170 1.9597 -1.5073
H -2.4312 -1.1423 -1.4112
H -3.9572 -0.4243 -3.5348
H -2.2755 -0.9419 -3.7284
H -2.7904 1.3082 -4.7972
H -1.4777 1.3483 -3.6069
H -4.3879 2.1819 -3.1699
H -2.9691 3.2331 -3.1364
H -3.2203 2.6989 -0.8328

Okay, here come the Löwdin numbers, in e, for every atom: number 1, Zn, carries 0.6281; number 2, C, carries -0.0770; number 3, C, carries -0.6234; number 4, N, carries -0.0334; number 5, C, carries -0.3395; number 6, C, carries -0.3221; number 7, S, carries 1.0806; number 8, C, carries -0.3348; number 9, C, carries -0.3388; number 10, S, carries 1.0766; number 11, C, carries -0.6019; number 12, N, carries 0.0867; number 13, C, carries -0.0593; number 14, H, carries -0.0582; number 15, H, carries 0.0863; number 16, H, carries 0.0920; number 17, H, carries 0.0814; number 18, H, carries 0.0799; number 19, H, carries 0.0758; number 20, H, carries 0.0808; number 21, H, carries 0.0781; number 22, C, carries -0.0927; number 23, C, carries -0.0980; number 24, C, carries -0.0855; number 25, C, carries -0.2387; number 26, C, carries -0.1794; number 27, C, carries -0.1331; number 28, C, carries -0.2302; number 29, C, carries -0.0079; number 30, C, carries -0.0057; number 31, C, carries -0.1556; number 32, C, carries -0.0417; number 33, C, carries -0.0823; number 34, C, carries -0.0574; number 35, C, carries -0.0008; number 36, C, carries -0.1925; number 37, N, carries 0.1421; number 38, H, carries 0.1025; number 39, H, carries 0.0995; number 40, H, carries 0.1054; number 41, H, carries 0.0769; number 42, H, carries 0.1019; number 43, H, carries 0.1157; number 44, H, carries 0.1099; number 45, H, carries 0.0998; number 46, H, carries 0.1031; number 47, H, carries 0.0452; number 48, Cl, carries 0.6190; number 49, C, carries -0.6898; number 50, C, carries -0.1250; number 51, C, carries -0.0745; number 52, C, carries -0.3441; number 53, C, carries -0.2003; number 54, C, carries -0.0613; number 55, C, carries -0.1168; number 56, H, carries 0.1000; number 57, H, carries 0.1082; number 58, H, carries 0.0378; number 59, H, carries 0.0309; number 60, H, carries 0.1048; number 61, H, carries 0.0998; number 62, S, carries 0.6832; number 63, C, carries -0.8264; number 64, N, carries 0.0275; number 65, C, carries -0.1506; number 66, C, carries -0.1513; number 67, C, carries -0.1650; number 68, N, carries 0.0218; number 69, H, carries 0.1131; number 70, H, carries 0.1215; number 71, H, carries 0.1129; number 72, H, carries 0.1210; number 73, H, carries 0.0887; number 74, H, carries 0.1197; number 75, H, carries 0.1176; number 76, H, carries 0.1192



DFT (wB97M-V/def2-TZVPD) results for a single C5H9NO molecule.

## Properties
* E_HOMO: -8.75 eV
* calculated total energy: -325.79719 Ha
* energy above the lowest of the compared OMol25 structures with the same formula, charge and spin: 88.08 kcal per mole
* charge: 0
* orbital gap: 8.51 eV

Geometry (Å):
C 1.6058 -1.0101 0.0563
C 0.5852 -0.5655 1.0990
N 0.3785 0.8680 1.1450
C -0.6943 1.3657 0.4762
O -1.0038 2.5469 0.3395
C -1.6404 0.3934 -0.0541
C -1.5246 0.0695 -1.4820
H 1.4171 -0.5142 -0.9015
H 1.5508 -2.0920 -0.1031
H 2.6259 -0.7583 0.3623
H 0.8442 -0.9424 2.0924
H 0.9412 1.4840 1.7127
H -0.4011 -1.0067 0.8739
H -0.5260 0.0878 -1.9421
H -2.0908 0.9119 -1.9168
H -2.0676 -0.8380 -1.7574

Okay, here come the Löwdin numbers, in e, for every atom: number 1, C, carries -0.0797; number 2, C, carries -0.2467; number 3, N, carries 0.0616; number 4, C, carries -0.6093; number 5, O, carries 0.0475; number 6, C, carries 0.1025; number 7, C, carries -0.1228; number 8, H, carries 0.0617; number 9, H, carries 0.0765; number 10, H, carries 0.0736; number 11, H, carries 0.1215; number 12, H, carries 0.1502; number 13, H, carries 0.0985; number 14, H, carries 0.0761; number 15, H, carries 0.1151; number 16, H, carries 0.0735



DFT (wB97M-V/def2-TZVPD) results for a single C3H7N3 molecule in a non-equilibrium geometry.

## Properties
* E_HOMO: -9.87 eV
* calculated total energy: -282.75751 Ha
* SMILES string: N#C[C@H](N)CN
* energy above the lowest of the compared OMol25 structures with the same formula, charge and spin: 10.51 kcal per mole
* charge: 0
* orbital gap: 10.70 eV

Geometry (Å):
N -0.0553 -0.8990 1.6954
C 0.4300 -0.8635 0.3243
C -0.4550 0.0953 -0.5265
N -0.4853 1.4802 -0.0494
C -0.0287 0.0954 -1.9565
N 0.3187 0.3958 -3.0195
H 0.4891 -1.5451 2.2612
H 0.0327 0.0233 2.1047
H 0.3633 -1.8900 -0.0703
H 1.4875 -0.5730 0.2068
H -1.4664 -0.3323 -0.4493
H 0.4210 1.9217 0.1197
H -1.0517 2.0911 -0.6405

Okay, here come the Löwdin numbers, in e, for every atom: number 1, N, carries -0.0061; number 2, C, carries -0.2651; number 3, C, carries -0.3884; number 4, N, carries 0.0356; number 5, C, carries -0.1891; number 6, N, carries 0.1344; number 7, H, carries 0.0709; number 8, H, carries 0.0589; number 9, H, carries 0.1196; number 10, H, carries 0.1123; number 11, H, carries 0.1417; number 12, H, carries 0.0887; number 13, H, carries 0.0868



DFT (wB97M-V/def2-TZVPD) results for a single C2H6N2 molecule in a non-equilibrium geometry.

## Properties
* E_HOMO: -9.00 eV
* calculated total energy: -189.29319 Ha
* SMILES string: [H]/N=C/NC
* energy above the lowest of the compared OMol25 structures with the same formula, charge and spin: 22.82 kcal per mole
* charge: 0
* orbital gap: 10.09 eV

Geometry (Å):
C -1.1349 -0.1047 -0.8765
N 0.2480 0.1388 -0.5454
C 0.7849 -0.1500 0.6698
N 1.5775 0.5967 1.3270
H -1.3922 0.4504 -1.7680
H -1.7595 0.2554 -0.0586
H -1.3795 -1.1477 -1.0585
H 0.7355 0.9326 -0.9504
H 0.3983 -1.0610 1.1475
H 1.9219 0.0894 2.1132

Okay, here come the Löwdin numbers, in e, for every atom: number 1, C, carries -0.1053; number 2, N, carries -0.0809; number 3, C, carries -0.3705; number 4, N, carries 0.0631; number 5, H, carries 0.0780; number 6, H, carries 0.0782; number 7, H, carries 0.0760; number 8, H, carries 0.1263; number 9, H, carries 0.1213; number 10, H, carries 0.0139